# 1
DFT (ωB97M-V/def2-TZVPD) results for C24H45BeClNNaO8 as an isolated structure at a distorted geometry.

relative energy (zero: lowest compared OMol25 entry of this formula, charge and spin): 0.0 kcal per mole
total charge: 0
DFT total energy: -2234.92380 Eh
Kohn-Sham gap: 0.056 Ha

CARTESIAN COORDINATES (ANGSTROEM)
C 5.0698 -1.1510 4.4789
C 4.8393 -1.9439 3.1919
C 5.6275 -1.4308 1.9870
C 5.4764 0.0795 1.7594
C 4.2560 0.3765 0.8636
C 3.4864 1.6406 1.2881
C 2.0911 1.2707 1.7896
C 1.3648 2.5740 2.1525
C 0.1712 2.4477 3.0854
C 0.5480 2.0500 4.5169
C 0.5738 0.5329 4.8126
C -0.5942 -0.3240 4.2076
C 0.0149 -1.3901 3.2737
C -0.8928 -2.1396 2.2647
C -2.3858 -2.1545 2.5390
N -3.1049 -1.0274 1.8279
H 6.1119 -0.8674 4.6027
H 4.8112 -1.7819 5.3303
H 4.4320 -0.2737 4.5587
H 3.7708 -1.9115 2.9622
H 5.1210 -2.9799 3.3743
H 5.2600 -1.9329 1.0924
H 6.6854 -1.6663 2.1018
H 5.3686 0.6231 2.6938
H 6.3685 0.4517 1.2601
H 3.5948 -0.4885 0.9729
H 4.5464 0.4164 -0.1832
H 3.3407 2.3510 0.4798
H 3.9773 2.0852 2.1502
H 2.2285 0.6180 2.6551
H 1.5395 0.7707 0.9890
H 0.9726 2.9601 1.2115
H 2.0541 3.3403 2.5029
H -0.2743 3.4420 3.1426
H -0.5882 1.8078 2.6199
H 1.5625 2.4098 4.6824
H -0.0476 2.5943 5.2663
H 0.5338 0.4235 5.9010
H 1.4988 0.0598 4.5098
H -1.4016 0.2601 3.7365
H -1.0559 -0.8789 5.0367
H 0.4232 -2.1454 3.9403
H 0.8307 -0.9407 2.7201
H -0.5610 -3.1738 2.2762
H -0.7027 -1.7880 1.2510
H -2.6320 -2.1645 3.5949
H -2.7843 -3.0699 2.1152
H -2.4342 -0.3559 1.4461
H -3.6829 -0.5071 2.4809
H -3.6698 -1.3617 1.0170
C 2.8990 5.4856 1.6291
O 3.4595 5.0098 0.6204
O 3.5245 5.0482 2.8642
O 1.9150 6.2067 1.7591
H 4.2377 4.5217 2.4816
O -4.6305 -0.8913 -0.8974
H -5.2733 -1.0718 -1.5899
H -4.0805 -0.1936 -1.3062
C -4.6807 -1.3359 -4.7164
C -5.1539 -1.5432 -5.9952
C -5.0767 -0.5457 -6.9654
O -5.5335 -0.6789 -8.2421
C -4.4945 0.6733 -6.6152
C -4.0387 0.8938 -5.3355
C -4.1022 -0.0963 -4.3215
O -3.6652 0.1204 -3.1343
H -4.7309 -2.1137 -3.9611
H -5.5922 -2.4867 -6.2953
H -4.4390 1.4359 -7.3843
H -3.6062 1.8442 -5.0358
O -1.9820 -3.7814 -9.5493
C -1.6820 -3.2342 -8.5090
C -2.3479 -1.3850 -8.7534
O -2.0419 -0.8016 -7.7332
H -0.6242 -3.0036 -8.2813
H -2.2058 -3.4778 -7.5665
H -3.4142 -1.5888 -8.9706
H -1.8575 -1.0845 -9.7017
Be -4.5980 3.3964 -3.9017
Na -2.0320 1.3506 5.7246
Cl -5.8915 -2.4095 -8.8467

Forces on the atoms, in the same order (eV/Å):
C -0.195 -0.510 0.255
C 0.157 0.299 0.007
C 0.019 0.488 0.203
C -0.199 -0.266 -0.822
C 0.023 0.170 0.595
C -0.499 -1.019 -0.214
C 0.208 1.005 0.195
C -0.453 -0.426 -0.651
C 0.077 0.705 0.206
C 0.306 -0.727 -0.575
C -1.152 0.212 0.422
C 0.479 -0.354 0.455
C -0.705 -0.075 -0.200
C 0.351 0.234 0.490
C 0.206 -0.642 -0.670
N 0.211 0.014 0.007
H 0.080 0.163 -0.035
H 0.012 -0.011 0.129
H 0.135 0.248 -0.144
H -0.096 -0.180 -0.055
H -0.150 -0.154 -0.079
H 0.215 -0.193 -0.111
H 0.041 -0.193 0.104
H 0.138 -0.019 0.159
H 0.132 0.160 0.122
H -0.208 -0.012 -0.178
H 0.074 -0.012 -0.082
H 0.445 0.349 0.097
H 0.251 0.493 -0.268
H -0.136 -0.225 -0.005
H -0.064 -0.363 0.142
H 0.101 0.275 -0.060
H 0.044 -0.065 0.290
H -0.098 0.081 -0.098
H -0.068 -0.194 0.144
H 0.015 0.228 0.182
H -0.194 -0.001 0.049
H 0.206 -0.152 0.112
H 0.190 0.159 -0.089
H 0.296 0.166 -0.277
H -0.214 -0.049 0.007
H 0.333 0.049 0.035
H 0.136 0.028 -0.022
H -0.035 -0.133 -0.165
H -0.107 0.050 -0.127
H -0.099 0.300 0.089
H -0.244 -0.025 0.000
H 0.012 -0.050 -0.151
H -0.436 -0.019 -0.310
H -0.222 0.360 -0.090
C 0.039 -0.125 -0.332
O -0.030 -0.070 0.167
O -0.164 -0.030 -0.229
O -0.119 -0.071 0.358
H 0.169 0.053 0.198
O 0.304 0.086 1.611
H 0.165 -0.018 -0.158
H -0.157 -0.350 -0.969
C 0.079 0.259 0.159
C -0.319 0.071 -0.386
C 0.513 -0.713 1.534
O -1.187 -1.400 -1.677
C -0.028 -0.002 -0.760
C -0.109 -0.149 0.129
C -0.071 -0.131 0.121
O 0.123 0.248 0.392
H -0.006 -0.109 -0.113
H 0.057 -0.096 0.179
H 0.130 0.100 0.091
H 0.196 -0.159 -0.371
O -0.300 0.534 -0.356
C 1.784 -4.015 1.326
C -2.164 4.771 -1.484
O 0.607 -0.859 0.482
H -0.096 0.802 -0.474
H -0.692 0.656 -0.235
H 0.269 -1.054 0.568
H 0.782 -0.843 0.136
Be -0.183 0.171 0.248
Na 0.404 0.233 -0.037
Cl 0.684 2.045 0.869

=====

# 2
DFT (ωB97M-V/def2-TZVPD) results for C28H57As2NOSi4V as an isolated structure at a distorted geometry.

⟨S²⟩: 3.776
total charge: 0
DFT total energy: -7804.67537 Eh
Kohn-Sham gap (spin up / spin down): 0.252 / 0.243 Ha
2S+1: 4

CARTESIAN COORDINATES (ANGSTROEM)
V -0.3179 0.0519 0.4088
C 1.7203 2.3730 2.6818
Si 0.1949 1.5615 3.4567
C 0.5348 1.3493 5.2978
C -1.0840 2.9222 3.3381
C -0.2100 -0.0561 2.6473
Si 1.0989 -1.3237 2.9612
C 0.9470 -2.3713 4.5177
C 2.8178 -0.5999 3.1837
C 1.2238 -2.5524 1.5280
Si -1.8706 -0.7542 2.9691
C -3.3429 0.3811 2.8949
C -2.1993 -1.7943 4.5022
C -2.1795 -1.9250 1.4794
C -2.9005 -3.1163 1.4903
C -3.0879 -3.8378 0.3258
C -2.5593 -3.3480 -0.8565
C -1.8486 -2.1645 -0.8164
N -1.6421 -1.4736 0.3140
H 1.5977 3.4584 2.7199
H 1.8222 2.0917 1.6294
H 2.6511 2.1264 3.1928
H 0.7701 2.3069 5.7689
H 1.3611 0.6649 5.5006
H -0.3496 0.9450 5.7993
H -0.9527 3.5880 4.1971
H -2.1210 2.6113 3.3121
H -0.9191 3.5175 2.4411
H 0.6000 -1.7825 5.3666
H 1.9354 -2.7675 4.7675
H 0.2760 -3.2216 4.4076
H 2.8726 -0.0040 4.0947
H 3.1092 0.0411 2.3576
H 3.5343 -1.4187 3.2895
H 0.3061 -3.1309 1.4063
H 2.0340 -3.2634 1.7206
H 1.4434 -2.0629 0.5716
H -3.4178 1.0218 3.7738
H -4.2450 -0.2365 2.8585
H -3.3123 1.0142 2.0138
H -1.7486 -1.3439 5.3872
H -1.8261 -2.8140 4.4329
H -3.2783 -1.8405 4.6702
H -3.3103 -3.4668 2.4288
H -3.6436 -4.7673 0.3371
H -2.6902 -3.8641 -1.7974
H -1.4245 -1.7429 -1.7178
C -0.6953 -0.4185 -4.1379
As 0.4299 -0.0699 -2.5695
C 1.4269 1.3882 -3.3784
C 1.6172 -1.6010 -2.8740
H -0.0658 -0.6577 -4.9962
H -1.2957 0.4610 -4.3605
H -1.3696 -1.2544 -3.9500
H 1.9518 1.0331 -4.2662
H 2.1164 1.8145 -2.6602
H 0.7133 2.1620 -3.6571
H 2.1928 -1.4725 -3.7924
H 0.9998 -2.4944 -2.9742
H 2.2797 -1.7385 -2.0226
C -0.0596 3.2160 -0.8213
Si -1.5701 2.1146 -0.3755
C -2.5210 1.7756 -2.0039
C -2.7971 3.3948 0.3375
C -4.1371 3.0404 0.5334
C -5.0835 3.9413 0.9988
C -4.7146 5.2498 1.2778
C -3.4026 5.6416 1.0651
C -2.4650 4.7274 0.5971
H -0.2530 3.8859 -1.6667
H 0.8287 2.6256 -1.0471
H 0.2089 3.8351 0.0399
H -2.5223 2.6564 -2.6546
H -3.5625 1.5607 -1.7505
H -2.1623 0.9224 -2.5768
H -4.4650 2.0327 0.3027
H -6.1089 3.6231 1.1416
H -5.4473 5.9578 1.6450
H -3.1042 6.6642 1.2620
H -1.4500 5.0717 0.4442
C 4.5530 0.5963 -2.0424
As 3.8002 0.2234 -0.3180
C 4.6177 1.5251 0.8224
C 4.5010 -1.5115 0.0824
O 2.1306 0.2738 -0.2912
H 5.6382 0.5601 -1.9467
H 4.2523 1.5824 -2.3822
H 4.2212 -0.1546 -2.7559
H 5.6982 1.4918 0.6891
H 4.3578 1.3411 1.8611
H 4.2330 2.5010 0.5266
H 5.5861 -1.4529 0.1613
H 4.2271 -2.1786 -0.7345
H 4.0751 -1.8764 1.0075

Forces on the atoms, in the same order (eV/Å):
V 1.419 0.830 -0.284
C 0.059 0.052 -0.028
Si 0.025 -0.074 -0.120
C 0.027 -0.042 0.129
C -0.071 0.094 0.010
C 0.029 -0.139 0.255
Si -0.141 0.098 0.014
C 0.021 -0.139 0.050
C 0.127 0.018 -0.029
C 0.060 -0.069 -0.068
Si 0.105 -0.066 -0.165
C -0.134 0.088 0.023
C -0.065 -0.078 0.069
C 0.071 -0.005 -0.158
C 0.035 0.179 0.123
C -0.080 -0.131 -0.009
C 0.027 0.071 -0.055
C -0.130 -0.110 0.104
N -0.771 -0.935 -0.066
H 0.019 0.018 0.016
H -0.017 0.005 -0.013
H 0.008 0.013 0.031
H 0.013 0.019 0.004
H -0.012 -0.007 0.032
H -0.022 0.011 0.015
H 0.007 0.022 -0.012
H -0.135 -0.041 0.035
H 0.013 0.012 -0.060
H 0.014 0.027 0.046
H 0.002 -0.017 0.011
H -0.041 -0.043 -0.010
H 0.032 0.004 0.022
H -0.064 -0.110 0.028
H 0.062 -0.014 -0.044
H -0.016 -0.036 0.015
H 0.002 -0.017 -0.015
H -0.013 0.007 -0.015
H -0.020 -0.003 0.050
H -0.022 0.020 -0.025
H -0.022 0.105 -0.079
H -0.006 0.036 0.038
H 0.028 -0.057 0.009
H -0.015 -0.017 0.018
H -0.017 -0.021 0.002
H 0.006 0.006 -0.006
H -0.006 -0.014 0.009
H -0.032 -0.011 0.036
C 0.031 -0.037 -0.103
As -0.256 -0.221 0.340
C 0.008 -0.002 -0.056
C 0.051 0.050 -0.038
H -0.027 -0.003 -0.019
H 0.028 -0.019 -0.059
H -0.008 -0.010 -0.017
H 0.022 0.055 0.001
H 0.065 0.013 0.023
H -0.019 0.004 -0.024
H 0.010 -0.029 0.008
H -0.002 -0.003 0.006
H 0.005 0.004 -0.018
C -0.038 0.136 -0.058
Si -0.011 0.240 -0.187
C -0.054 0.036 -0.074
C -0.136 0.078 0.007
C -0.016 0.036 0.007
C 0.044 0.002 0.012
C -0.041 0.019 -0.009
C 0.046 -0.031 -0.016
C -0.068 -0.028 0.115
H 0.008 0.036 0.024
H 0.025 -0.068 -0.028
H 0.009 -0.006 0.012
H -0.020 0.000 -0.019
H -0.009 0.012 -0.028
H -0.021 0.027 0.065
H 0.017 -0.075 0.038
H -0.016 -0.006 0.006
H 0.008 0.007 0.001
H 0.005 0.014 0.004
H 0.026 0.006 -0.018
C 0.026 0.007 -0.087
As -0.633 0.123 0.063
C 0.042 0.128 0.061
C 0.054 -0.076 -0.049
O 0.381 0.016 0.132
H 0.007 -0.018 -0.031
H 0.008 0.051 -0.016
H -0.021 0.008 -0.032
H 0.019 0.006 -0.011
H 0.096 0.073 -0.087
H 0.027 -0.003 0.029
H 0.001 -0.018 0.002
H 0.021 -0.020 0.036
H -0.057 -0.052 0.157

=====

# 3
DFT (ωB97M-V/def2-TZVPD) results for a 2-piece molecular cluster, C4H13N2P overall at a distorted geometry.

relative energy (zero: lowest compared OMol25 entry of this formula, charge and spin): 93.0 kcal per mole
total charge: 0
DFT total energy: -610.89280 Eh
Kohn-Sham gap (spin up / spin down): 0.250 / 0.321 Ha

CARTESIAN COORDINATES (ANGSTROEM)
C -0.3301 2.8224 0.7373
C -0.5403 -1.2433 -2.7165
C 2.0666 -0.5717 0.6631
C -0.7357 -0.7855 1.9034
N 0.4658 1.6664 0.4727
N -1.2566 -1.0202 -1.4946
P 0.2922 0.1322 0.6424
H -0.2645 3.0075 1.8339
H -1.4573 2.7121 0.4757
H 0.1389 3.5022 0.1167
H -1.0585 -2.1045 -3.3753
H -0.1749 -0.4631 -3.2855
H 0.3782 -1.8606 -2.4912
H 2.7547 0.1857 0.2307
H 2.3638 -1.0002 1.6271
H 2.1238 -1.4495 -0.0832
H -1.6150 -1.0709 1.3427
H -0.1570 -1.6937 2.1881
H -1.0188 -0.4468 2.8707
H -1.9754 -0.3182 -1.6582

Forces on the atoms, in the same order (eV/Å):
C -2.153 -2.125 1.180
C 0.348 -4.825 0.634
C -0.729 -1.151 -1.800
C 1.072 -1.084 -0.594
N 0.215 -0.962 0.507
N 0.075 -0.246 0.426
P 0.806 -0.711 -0.633
H -0.099 0.565 -0.768
H 1.694 0.209 0.285
H 0.300 2.402 -0.701
H 0.403 2.159 1.017
H 0.114 1.979 -1.391
H -0.565 0.676 0.164
H -0.556 -0.294 0.745
H -0.038 0.521 -0.078
H -0.328 1.192 1.099
H -0.239 -0.296 -0.015
H -0.311 0.287 -0.736
H -0.152 1.320 0.594
H 0.142 0.384 0.066

=====

# 4
DFT (ωB97M-V/def2-TZVPD) results for a single C7H11NO molecule at a distorted geometry.

relative energy (zero: lowest compared OMol25 entry of this formula, charge and spin): 43.6 kcal per mole
SMILES: CC(=O)CC(C)(C)C#N
total charge: 0
DFT total energy: -403.26443 Eh
Kohn-Sham gap: 0.369 Ha

CARTESIAN COORDINATES (ANGSTROEM)
C -0.8121 0.1116 0.1058
C 0.3252 -0.2353 1.0120
C -1.6822 1.2217 0.6535
C -1.5860 -1.0670 -0.4439
C 2.4351 -0.6273 -0.4915
C 1.6188 0.3704 0.3032
C -0.0014 0.8157 -1.3072
O 2.0791 1.4223 0.7295
N 0.0441 1.2469 -2.3818
H 0.4415 -1.3087 1.1733
H 0.2845 0.2804 1.9748
H -2.1868 0.8809 1.5659
H -2.4503 1.5220 -0.0632
H -1.0505 2.0769 0.9234
H -2.2548 -0.7618 -1.2525
H -0.9202 -1.8466 -0.8206
H -2.1917 -1.5064 0.3596
H 3.1584 -1.0918 0.1830
H 2.9426 -0.0987 -1.2996
H 1.8067 -1.4051 -0.9238

Forces on the atoms, in the same order (eV/Å):
C 0.956 1.228 -2.587
C 1.828 0.731 -0.152
C 0.012 0.325 -0.011
C -0.157 -0.152 -0.132
C -0.388 0.555 -0.833
C 0.939 -0.518 3.484
C -2.942 -0.820 0.858
O -0.823 -1.074 -1.227
N 0.483 -0.236 0.740
H -0.011 0.062 -0.097
H -0.236 -0.147 -0.105
H 0.142 -0.108 -0.125
H 0.168 0.056 0.052
H -0.264 -0.098 -0.106
H 0.070 -0.024 0.133
H -0.024 0.100 0.007
H 0.122 0.126 -0.052
H -0.064 0.161 0.030
H 0.180 -0.157 0.117
H 0.010 -0.010 0.005

=====

Which value of DFT total energy does entry 2 give?
-7804.67537 Eh

=====

Among the records above, which one has the highest DFT total energy?
C7H11NO

=====

Look up the total charge of the first one.
0